# 1
{
  "formula": "C5H13N2S",
  "method": "ωB97M-V/def2-TZVPD",
  "total_charge": -1,
  "e_tot_ev": -19210.348,
  "lumo_energy_ha": 0.1354,
  "mol_weight_g_mol": 133.24,
  "homo_lumo_gap_ev": 6.160,
  "e_above_lowest_ev": 1.9308,
  "e_homo_ev": -2.475,
  "smiles": "CCN[C@H](CN)C[S-]",
  "species": ["H", "H", "H", "H", "C", "N", "H", "H", "S", "H", "C", "H", "N", "C", "H", "C", "H", "H", "H", "H", "C"],
  "xyz": [[0.2634, 2.5567, 0.8000], [-0.0186, -1.4213, -0.9375], [-2.1138, -1.1727, -0.6831], [1.8289, 0.0664, 0.3338], [-1.9017, -0.6075, -1.5925], [0.0293, 0.7744, -0.8425], [-2.3208, -0.9848, -2.4511], [1.5039, 1.8348, 2.0674], [2.6055, 2.4977, 0.0647], [-2.4225, 0.4099, -1.3310], [-0.3553, -0.5346, -1.4977], [-0.7287, -2.0429, 0.6000], [-0.0179, -1.7263, 1.2664], [1.1042, 1.9052, 0.9916], [-0.8691, -0.0001, 1.6700], [0.8138, 0.5742, 0.4130], [0.6683, -0.2832, 2.4610], [0.0504, -0.6654, -2.5525], [0.8746, -2.1957, 1.1548], [0.8822, 1.3189, -1.4124], [0.1238, -0.3037, 1.4777]]
}

=====

# 2
{
  "formula": "C5H13N2S",
  "method": "ωB97M-V/def2-TZVPD",
  "total_charge": -1,
  "e_tot_ev": -19209.149,
  "lumo_energy_ha": 0.1435,
  "mol_weight_g_mol": 133.24,
  "homo_lumo_gap_ev": 6.032,
  "e_above_lowest_ev": 3.1292,
  "e_homo_ev": -2.126,
  "smiles": "CCNC[C@@H](N)C[S-]",
  "species": ["H", "C", "C", "H", "H", "C", "N", "H", "H", "H", "N", "S", "H", "H", "H", "C", "C", "H", "H", "H", "H"],
  "xyz": [[-2.1744, -1.8053, 1.6429], [1.8599, 0.2158, -0.3905], [-1.0520, -1.0335, 0.0324], [1.2906, 2.2375, -1.4007], [-0.4055, -0.2898, 2.1048], [-1.8934, -0.1758, -0.9309], [-2.1344, -1.9545, 0.6707], [-2.2896, -0.8948, -1.6555], [1.9788, 2.2493, 0.4561], [-2.8416, 0.2398, -0.3953], [1.2910, -0.2529, 0.9341], [-1.3754, 1.4233, -1.5776], [2.9171, 2.2797, -0.7330], [1.1697, -0.1031, -1.1366], [-1.9937, -2.8308, 0.3830], [-0.1751, -0.1946, 0.9695], [2.0210, 1.7434, -0.5624], [1.8155, 0.1791, 1.6860], [-0.2046, -1.5542, -0.6056], [-0.7025, 0.8215, 1.0071], [2.8986, -0.2999, -0.4983]]
}

=====

# 3
{
  "formula": "C5H13N3",
  "method": "ωB97M-V/def2-TZVPD",
  "e_tot_ev": -9865.700,
  "lumo_energy_ha": 0.0315,
  "mol_weight_g_mol": 115.18,
  "homo_lumo_gap_ev": 8.456,
  "e_above_lowest_ev": 0.6667,
  "e_homo_ev": -7.598,
  "smiles": "[H]/N=C(/C)N.C/C=C\\N",
  "species": ["H", "C", "N", "C", "H", "N", "C", "H", "H", "H", "C", "H", "H", "H", "H", "H", "H", "H", "N", "H", "C"],
  "xyz": [[-3.8404, -0.4082, -0.5766], [-1.8676, -1.0626, -0.0091], [1.6206, 1.4673, 0.9056], [1.5600, 0.1019, -1.0885], [-1.9139, -2.1110, 0.2466], [-1.2936, 1.1525, 0.8419], [-2.8692, -0.6150, -1.0319], [-0.6415, -0.6521, 1.6381], [-3.0301, -1.3888, -1.7805], [-2.5447, 0.3021, -1.5235], [-1.2044, -0.2317, 0.8138], [-1.6979, 1.5588, 0.0099], [3.3206, -0.2859, 1.7336], [0.8681, 0.8640, -1.4316], [3.3186, -1.2115, 0.2564], [2.1817, 1.8058, 1.6823], [-0.3998, 1.5970, 1.0426], [1.0565, -0.8642, -1.1151], [2.9522, -0.4557, 0.8111], [2.4288, 0.0306, -1.7405], [1.9961, 0.4067, 0.3152]]
}

=====

# 4
{
  "formula": "C5H13N3",
  "method": "ωB97M-V/def2-TZVPD",
  "e_tot_ev": -9862.152,
  "lumo_energy_ha": 0.0335,
  "mol_weight_g_mol": 115.18,
  "homo_lumo_gap_ev": 8.404,
  "e_above_lowest_ev": 4.2139,
  "e_homo_ev": -7.492,
  "species": ["C", "H", "N", "H", "H", "C", "C", "H", "N", "H", "H", "H", "H", "N", "C", "H", "C", "H", "H", "H", "H"],
  "xyz": [[-0.1237, 0.7442, -0.7436], [1.0823, 1.4936, 1.5024], [-1.8078, -0.0533, 0.3224], [-2.1846, -1.2948, -1.3287], [-0.0433, 0.4957, 2.3969], [-2.3738, -1.2536, -0.2482], [1.6404, 1.1420, -1.1946], [-3.4646, -1.2981, -0.1191], [2.2222, 2.1739, -0.7434], [0.2806, -1.8394, -0.7639], [2.0862, 0.4931, -1.9738], [1.3485, -1.8214, 0.6247], [-0.4567, 0.3069, -1.6785], [0.5763, -1.4284, 0.1095], [0.1975, -0.1355, 0.3592], [3.1169, 2.3808, -1.2045], [0.7351, 0.4638, 1.6310], [-0.4480, 1.7471, -0.4984], [-1.9867, -0.0316, 1.3244], [-1.9799, -2.1901, 0.1912], [1.5830, -0.0950, 2.0350]]
}

=====

# 5
{
  "formula": "C5H13N3",
  "method": "ωB97M-V/def2-TZVPD",
  "e_tot_ev": -9862.751,
  "lumo_energy_ha": 0.0298,
  "mol_weight_g_mol": 115.18,
  "homo_lumo_gap_ev": 8.236,
  "e_above_lowest_ev": 3.6151,
  "e_homo_ev": -7.424,
  "species": ["H", "H", "H", "C", "H", "N", "H", "H", "C", "N", "H", "H", "H", "H", "N", "C", "H", "C", "H", "H", "C"],
  "xyz": [[2.6894, 0.4093, 0.6993], [-1.7599, -0.4289, -2.2326], [0.9432, 1.6836, 1.5847], [2.0728, -0.4837, 0.8033], [-0.1600, -2.0052, 0.1183], [-1.9527, 1.5676, 0.2456], [-0.1173, -1.8746, 1.8809], [-0.7095, 1.2875, 1.3769], [0.6110, -0.1496, 0.8775], [-2.2965, 0.3065, -1.8050], [1.2881, 1.1254, -1.0735], [-0.0040, 1.0200, -2.1815], [0.7678, -0.4792, -1.6908], [-1.3618, -1.0127, 0.9796], [0.2631, 0.9337, 1.5860], [-1.7465, 0.9298, -0.7296], [2.2769, -1.1435, -0.0394], [-0.3222, -1.3267, 0.9536], [2.3710, -1.0008, 1.7210], [-3.2908, 0.1430, -1.7413], [0.4377, 0.4986, -1.3329]]
}

=====

# 6
{
  "formula": "C5H13N3",
  "method": "ωB97M-V/def2-TZVPD",
  "total_charge": 2,
  "multiplicity": 3,
  "e_tot_ev": -9840.491,
  "lumo_energy_ha": [-0.3224, -0.5024],
  "mol_weight_g_mol": 115.18,
  "homo_lumo_gap_ev": [7.898, 5.600],
  "e_above_lowest_ev": 3.4644,
  "e_homo_ev": [-16.672, -19.271],
  "species": ["N", "N", "H", "C", "N", "H", "H", "H", "C", "H", "H", "H", "H", "H", "H", "C", "C", "H", "H", "C", "H"],
  "xyz": [[-0.7946, -1.1657, -0.0874], [-0.2423, 1.5863, 0.3367], [2.3234, -0.1475, -0.5059], [1.7181, 0.7167, -0.5520], [0.7252, 0.5676, 0.6025], [-0.8041, 1.9300, 1.0427], [1.7051, 1.8227, 2.1375], [2.2016, 1.7205, -0.4369], [0.1861, -0.7447, 0.6268], [-2.4357, -3.0446, -2.2295], [0.2078, 2.3876, -0.2912], [0.7531, 0.4107, 2.7420], [1.1893, 0.8087, -1.5679], [-2.7779, -1.4501, 0.0180], [2.3401, 0.2852, 1.8682], [1.3818, 0.7053, 1.9573], [-1.7319, -3.0124, -1.3703], [0.4530, -1.3735, 1.4796], [-0.6901, -3.0878, -1.6926], [-1.7835, -1.8590, -0.3850], [-1.9947, -3.9370, -0.7337]]
}